[1]
{"formula": "C5H6O2", "method": "ωB97M-V/def2-TZVPD", "elements": ["O", "H", "H", "C", "H", "H", "C", "H", "H", "O", "C", "C", "C"], "coordinates": [[0.985, -0.926, -2.088], [-0.954, 2.081, -0.234], [-0.201, -0.079, 1.756], [0.601, -0.684, -0.971], [-1.054, -2.145, -0.865], [0.568, 1.584, 1.818], [-0.596, 1.057, -0.008], [1.692, 1.198, -0.462], [-0.113, -1.959, 0.634], [-1.415, -0.109, -0.322], [0.182, 0.776, 1.203], [-0.525, -1.390, -0.276], [0.831, 0.596, -0.185]], "mulliken_charge": [-0.567, 0.334, 0.186, 0.662, 0.311, 0.284, 0.025, 0.406, 0.218, -0.449, -0.637, -0.438, -0.333], "gap_ev": 10.246}

=====

[2]
{"formula": "C5H6O2", "method": "ωB97M-V/def2-TZVPD", "elements": ["H", "O", "H", "C", "H", "H", "C", "C", "O", "H", "C", "H", "C"], "coordinates": [[0.597, -0.071, -1.998], [-1.922, -0.755, 0.051], [1.022, 0.351, 1.792], [0.914, 0.463, 0.713], [-1.078, 1.355, 1.191], [-0.377, -1.606, -1.728], [-1.063, -0.050, -0.424], [-0.454, 1.148, 0.321], [0.414, -1.902, 0.772], [-0.285, 2.072, -0.242], [0.651, -0.924, 0.114], [1.785, 0.990, 0.307], [0.022, -0.695, -1.293]], "mulliken_charge": [0.269, -0.504, 0.303, -0.598, 0.307, 0.320, 0.527, -0.621, -0.505, 0.296, 0.498, 0.303, -0.597], "gap_ev": 9.557}

=====

[3]
{"formula": "C5H6O2", "method": "ωB97M-V/def2-TZVPD", "elements": ["C", "H", "C", "H", "H", "C", "C", "H", "O", "H", "C", "H", "O"], "coordinates": [[1.300, 1.213, -1.240], [-1.691, -2.148, -0.135], [-0.425, 0.771, 0.243], [0.594, -2.136, 1.498], [0.783, 2.548, 0.369], [0.271, 1.910, -0.356], [-0.816, -0.347, 0.479], [-0.419, 2.515, -0.956], [0.015, -2.554, 0.848], [0.853, 0.638, -2.077], [-1.145, -1.756, 0.729], [-1.799, -1.850, 1.606], [2.480, 1.196, -1.008]], "mulliken_charge": [0.020, 0.266, -0.162, 0.317, 0.284, -0.446, 0.290, 0.292, -0.508, 0.354, -0.510, 0.261, -0.457], "gap_ev": 10.626}

=====

[4]
{"formula": "C5H6O2", "method": "ωB97M-V/def2-TZVPD", "elements": ["H", "H", "C", "C", "H", "C", "O", "O", "C", "H", "H", "C", "H"], "coordinates": [[1.400, 1.033, 1.128], [-0.680, -1.600, -0.409], [1.324, 0.767, 0.057], [-1.231, 0.856, -0.129], [-2.915, -0.212, 0.592], [-1.908, -0.316, 0.181], [-1.612, -1.555, -0.066], [0.985, -1.605, -0.406], [1.698, -0.687, -0.048], [-2.048, 1.575, -0.250], [2.192, 1.291, -0.384], [0.034, 1.356, -0.441], [2.762, -0.904, 0.174]], "mulliken_charge": [0.299, 0.490, -0.350, -0.166, 0.362, 0.033, -0.462, -0.601, 0.154, 0.193, 0.297, -0.599, 0.349], "gap_ev": [7.063, 7.067]}

=====

[5]
{"formula": "C5H6O2", "method": "ωB97M-V/def2-TZVPD", "elements": ["H", "C", "O", "H", "C", "C", "C", "H", "C", "H", "H", "H", "O"], "coordinates": [[1.131, 0.889, 1.449], [0.114, 0.590, 1.131], [0.289, -2.184, -1.172], [0.660, -1.550, 1.399], [-0.063, 0.229, -1.322], [-0.024, -0.912, 0.831], [0.144, -1.108, -0.651], [-0.872, 0.288, -2.056], [-0.182, 1.266, -0.209], [0.885, 0.368, -1.840], [-1.065, -1.261, 0.802], [-0.559, 0.967, 1.904], [-0.458, 2.429, -0.365]], "mulliken_charge": [0.261, -0.459, -0.569, 0.353, -0.419, -0.439, 0.340, 0.350, 0.366, 0.242, 0.212, 0.311, -0.551], "gap_ev": 10.341}

=====

[6]
{"formula": "C5H6O2", "method": "ωB97M-V/def2-TZVPD", "elements": ["H", "C", "C", "H", "C", "O", "H", "H", "H", "C", "H", "C", "O"], "coordinates": [[0.878, 1.822, 0.158], [-1.594, -0.154, -0.523], [0.214, 1.029, -0.168], [-0.094, -1.765, -1.036], [-1.246, 1.114, -0.088], [0.595, 0.262, -1.298], [2.494, -0.379, 0.530], [1.444, -1.010, 1.430], [-2.545, -0.657, -0.401], [-0.322, -0.162, 0.700], [-1.855, 1.827, 0.451], [-0.266, -0.731, -0.760], [2.298, -1.196, 1.005]], "mulliken_charge": [0.343, -0.326, 0.113, 0.358, -0.326, -0.361, 0.296, 0.424, 0.350, -0.880, 0.344, 0.292, -0.625], "gap_ev": 9.761}

=====

E: -344.5014, -344.5474, -344.5095, -344.4394, -344.5919, -344.4079 (a.u.)
Energy above the lowest of the compared OMol25 structures with the same formula, charge and spin: 63.1, 34.2, 58.0, 102.0, 6.3, 121.8 (kcal/mol)